Record 1
C3H6N2O2 | ωB97M-V with the def2-TZVPD basis set

The calculation puts the orbital gap at 8.67 eV. Its lowest unoccupied orbital energy is 0.6710 eV.

CARTESIAN COORDINATES (ANGSTROEM)
C  -1.836969  1.119943  -0.313314
C  -0.545185  0.947583  -0.616405
O  0.441374  1.047040  0.259615
O  -0.113574  0.387933  -1.796501
H  -2.113815  1.486538  0.658765
H  -2.620010  0.900476  -1.019860
H  1.411542  0.489741  -0.012851
H  -0.864500  0.241543  -2.382352
N  2.166726  -0.809298  0.398518
C  1.233919  -1.335259  1.021475
N  0.249643  -1.928866  1.354491
H  3.139708  -0.971792  0.593561
H  -0.548858  -1.575582  1.854859

Cartesian forces (eV/Å) of the 3 atoms listed first:
C 0.05 0.32 0.00
C -0.01 -1.59 -0.07
O 2.58 -0.41 -0.71

Record 2
C2H2ClP | ωB97M-V with the def2-TZVPD basis set

The calculation puts the orbital gap (spin up / spin down) at 6.54 / 6.54 eV. Its lowest unoccupied orbital energy (spin up / spin down) is -1.2460 / -1.2403 eV.

CARTESIAN COORDINATES (ANGSTROEM)
C  0.387285  0.260206  0.044161
C  -0.929090  0.045779  -0.047837
P  2.029851  1.111512  0.070221
Cl  1.507491  -1.301126  0.017419
H  -1.382723  -0.895256  -0.135334
H  -1.612816  0.778884  0.051372

Cartesian forces (eV/Å) of the 3 atoms listed first:
C 0.77 -0.33 -0.29
C 3.25 -0.90 0.20
P -2.04 -1.56 0.07

Record 3
COPS2 | ωB97M-V with the def2-TZVPD basis set

The calculation puts the orbital gap (spin up / spin down) at 6.34 / 5.82 eV. As for the charge: -1. Its lowest unoccupied orbital energy (spin up / spin down) is 3.5876 / 3.4569 eV.

CARTESIAN COORDINATES (ANGSTROEM)
O  2.169007  -0.797259  -0.210720
C  1.223449  -0.151335  0.121518
S  0.530534  1.327117  -0.198381
P  -1.233191  0.040263  0.743602
S  -2.689799  -0.418785  -0.456021

Cartesian forces (eV/Å) of the 3 atoms listed first:
O 0.17 0.03 0.28
C -0.95 -0.92 -0.16
S -0.35 0.97 -0.27

Record 4
C6H8N | ωB97M-V with the def2-TZVPD basis set

The calculation puts the orbital gap at 7.93 eV. As for the charge: +1. Its lowest unoccupied orbital energy is -7.7660 eV.

CARTESIAN COORDINATES (ANGSTROEM)
C  0.373027  1.148813  -0.985067
N  1.521559  1.331273  -0.719879
C  2.083546  0.263328  0.166690
C  0.742392  -0.526521  0.758057
C  -0.361696  0.185938  -0.298750
C  -1.761514  0.285983  0.232412
C  -1.523240  -0.540875  -0.979803
H  2.489039  0.956575  0.971302
H  2.795537  -0.388250  -0.287462
H  0.612159  -0.223913  1.769030
H  0.828393  -1.635301  0.705656
H  -2.240178  1.315207  0.305634
H  -1.814659  -0.200287  1.144597
H  -1.680442  -1.595587  -0.791129
H  -2.063923  -0.376382  -1.991288

Cartesian forces (eV/Å) of the 3 atoms listed first:
C 5.20 0.57 1.48
N -2.78 0.13 -2.10
C -0.59 0.96 2.91

Record 5
CH2IO3S | ωB97M-V with the def2-TZVPD basis set

The calculation puts the orbital gap (spin up / spin down) at 6.69 / 6.68 eV. As for the charge: -1. Its lowest unoccupied orbital energy (spin up / spin down) is 2.6598 / 2.6597 eV.

CARTESIAN COORDINATES (ANGSTROEM)
C  -2.548053  0.896911  -0.386414
O  1.934238  -1.414112  -0.823623
O  2.686078  0.715075  0.095969
O  1.972494  -1.129991  1.592219
S  1.918982  -0.485437  0.306570
I  -0.448959  0.618620  0.548395
H  -2.195602  0.696464  -1.393065
H  -3.319179  0.102470  0.059949

Cartesian forces (eV/Å) of the 3 atoms listed first:
C -0.59 -0.77 1.53
O -0.46 0.83 0.69
O -0.18 0.26 0.38

Record 6
C4H11NO2 | ωB97M-V with the def2-TZVPD basis set

The calculation puts the orbital gap at 9.79 eV. Its lowest unoccupied orbital energy is 0.8840 eV.

CARTESIAN COORDINATES (ANGSTROEM)
C  -0.305813  -2.338028  0.260179
C  0.397122  -1.270518  -0.576029
O  0.075707  -1.377785  -1.959354
C  -0.209349  0.119621  -0.126323
N  0.802157  1.113218  0.127915
C  0.415583  2.237583  0.932951
O  -0.789194  2.903770  0.503696
H  -0.031334  -2.253353  1.346693
H  -0.004861  -3.350475  -0.096238
H  -1.407399  -2.230481  0.252370
H  1.460489  -1.157540  -0.578064
H  -0.852050  -1.643393  -2.063550
H  -0.668555  -0.087716  0.860119
H  -0.978399  0.502854  -0.848972
H  1.622442  1.263114  -0.417381
H  0.171181  1.956969  1.951813
H  1.240399  2.962738  0.859544
H  -0.938128  2.649420  -0.429364

Cartesian forces (eV/Å) of the 3 atoms listed first:
C 1.08 -0.89 0.70
C -2.93 2.13 -0.52
O -0.03 -0.91 -0.64

Record 7
C7H8O2S | ωB97M-V with the def2-TZVPD basis set

The calculation puts the orbital gap (spin up / spin down) at 8.11 / 8.10 eV. Its lowest unoccupied orbital energy (spin up / spin down) is 0.1384 / 0.1365 eV.

CARTESIAN COORDINATES (ANGSTROEM)
C  0.312779  1.875164  1.031542
C  -0.162962  2.141863  -0.173623
C  0.285013  -0.555365  0.703942
C  -0.770974  -0.174130  -0.733509
C  0.734063  0.530845  1.571942
C  -0.421617  1.159020  -1.283301
C  -0.375840  -2.628839  0.020964
O  0.508955  -1.786251  -2.432902
O  0.288942  -1.833600  0.970398
S  -0.713295  -1.709833  -1.616881
H  0.450370  2.687315  1.733228
H  -0.395627  3.171129  -0.415661
H  1.830998  0.503396  1.644577
H  0.356292  0.396295  2.595401
H  -1.247246  1.523812  -1.902175
H  0.464458  1.110361  -1.935032
H  0.221857  -3.518052  -0.179308
H  -1.366167  -2.893132  0.400400

Cartesian forces (eV/Å) of the 3 atoms listed first:
C 0.05 0.00 0.12
C -0.06 0.03 -0.18
C -4.71 0.63 -5.72

Record 8
C2H8NO | ωB97M-V with the def2-TZVPD basis set

The calculation puts the orbital gap at 9.03 eV. As for the charge: +1. Its lowest unoccupied orbital energy is -4.1953 eV.

CARTESIAN COORDINATES (ANGSTROEM)
N  -2.289819  -1.118679  -0.595755
H  -3.034490  -0.575058  -0.122887
H  -1.433553  -1.129922  0.002126
H  -2.635364  -2.084275  -1.002875
H  -1.772191  -0.412920  -1.292596
C  2.119335  0.597941  0.804978
C  1.206875  0.620343  -0.186104
O  -0.128717  0.283060  0.073620
H  3.224191  0.845225  0.813990
H  1.781195  0.390001  1.820059
H  1.476634  0.442322  -1.198801
H  -0.505212  0.781194  0.849063

Cartesian forces (eV/Å) of the 3 atoms listed first:
N 1.14 0.72 -1.93
H 0.30 -0.63 -0.34
H -0.56 -0.82 0.31

Table of E_tot (eV), in record order: -10281.49359; -23913.78045; -34044.38850; -7829.06873; -26146.17197; -9910.35294; -22314.07786; -5732.90537
Table of relative energy (zero: lowest compared OMol25 entry of this formula, charge and spin) (kJ/mol), in record order: 318.8; 245.8; 135.1; 638.7; 341.9; 182.3; 416.1; 190.9